Here is a structure of composition C46H48BrN3OOsP2S from the Open Molecules 2025 dataset. Energies are from ωB97M-V/def2-TZVPD.

```
! RIJCOSX wB97M-V def2-TZVPD def2/J DEFGRID3
* xyz 4 5
Os -0.47317 0.39995 -0.76321
C 2.61353 0.86985 0.96679
N 2.15803 0.03015 2.02249
C 0.96223 0.47675 2.66969
P -0.63047 0.71705 1.63949
C -1.83087 -0.35735 2.49249
C -1.54717 -1.70545 2.71799
C -2.42927 -2.49485 3.43159
C -3.62687 -1.96515 3.89149
C -3.94237 -0.64205 3.61939
C -3.04727 0.16755 2.93889
C -1.15177 2.38365 2.16599
C -0.89017 2.87435 3.44729
C -1.38497 4.11305 3.82319
C -2.19517 4.84015 2.96309
C -2.49897 4.32925 1.70919
C -1.96247 3.11955 1.30139
C 2.91943 -1.00305 2.53049
C 4.32993 -1.00865 2.42409
C 5.07523 -2.03725 2.95349
C 4.46293 -3.09525 3.62009
C 3.07403 -3.09815 3.74469
C 2.31563 -2.08095 3.21399
P 1.90093 0.38555 -0.72891
C 2.75163 -1.15335 -1.21491
C 4.07653 -1.41555 -0.86351
C 4.68903 -2.57765 -1.30171
C 4.01163 -3.45955 -2.13131
C 2.71093 -3.17885 -2.52231
C 2.08273 -2.03715 -2.06261
C 2.72123 1.60615 -1.81571
C 3.08483 2.88075 -1.38121
C 3.82793 3.70205 -2.21391
C 4.17643 3.27825 -3.48881
C 3.76833 2.03265 -3.94191
C 3.03603 1.19805 -3.11601
H 3.70133 0.86895 0.87279
H 2.27563 1.89535 1.15129
H 1.15363 1.48665 3.06419
H 0.71443 -0.17465 3.50949
H -0.63727 -2.13775 2.33079
H -2.18477 -3.52685 3.63029
H -4.31067 -2.58665 4.45049
H -4.88747 -0.23805 3.94859
H -3.28317 1.21075 2.78069
H -0.33317 2.30185 4.17529
H -1.14087 4.50805 4.79769
H -2.58347 5.80115 3.26989
H -3.15707 4.87895 1.05459
H -2.15987 2.72625 0.31119
H 4.86273 -0.16075 2.02539
H 6.15113 -2.00525 2.89159
H 5.05233 -3.89235 4.04739
H 2.58803 -3.91215 4.25739
H 1.24313 -2.13865 3.30889
H 4.65003 -0.71075 -0.28321
H 5.70803 -2.78435 -1.01111
H 4.50393 -4.34865 -2.49271
H 2.18283 -3.84235 -3.18761
H 1.07393 -1.81615 -2.37821
H 2.80213 3.24555 -0.40491
H 4.14923 4.66825 -1.85631
H 4.76393 3.92175 -4.12661
H 4.03953 1.69825 -4.93141
H 2.72553 0.22795 -3.47861
C -6.27487 0.60865 -0.58431
C -5.00157 0.51925 -1.33971
C -4.98767 0.49795 -2.73721
C -3.78577 0.39935 -3.42161
C -2.63237 0.32005 -2.66821
Br -0.91997 0.01095 -3.48811
N -2.59997 0.37985 -1.33261
C -3.76467 0.46765 -0.68951
H -7.11837 0.65455 -1.26701
H -6.29007 1.49615 0.04679
H -6.40547 -0.25295 0.06879
H -5.91267 0.53585 -3.29321
H -3.75387 0.37045 -4.50061
H -3.70507 0.48025 0.39049
C 0.47923 4.31905 -3.50211
S -0.96687 3.33135 -3.02741
C -2.01937 4.65715 -2.34741
O -0.49507 2.56505 -1.79871
H 0.14193 5.22545 -3.99391
H 1.08743 3.74625 -4.19581
H 1.05343 4.55735 -2.61191
H -1.42367 5.39875 -1.82451
H -2.74067 4.21425 -1.66761
H -2.53877 5.11055 -3.18591
C -0.87927 -6.34385 -0.93391
C -0.88727 -4.87155 -0.83251
C 0.03333 -4.17765 -0.03881
C 0.01753 -2.80115 -0.00691
N -0.85607 -2.06655 -0.70211
C -1.74897 -2.71335 -1.45381
C -1.80287 -4.08835 -1.54111
H -0.37937 -6.79265 -0.08141
H -0.33417 -6.64925 -1.83091
H -1.88647 -6.74585 -1.02321
H 0.76933 -4.70725 0.54149
H 0.74103 -2.24855 0.58269
H -2.46167 -2.11895 -2.00991
H -2.55167 -4.54675 -2.16701
*
```

Values from the calculation:
Frontier orbital gap (spin up / spin down) (eV): 7.37 / 5.72
E_LUMO (spin up / spin down) (Ha): -0.410 / -0.475
E_tot (eV): -156883.5013

Results of the Löwdin charge analysis, in e, for atoms 1 through 2: number 1, Os, carries 1.129; number 2, C, carries -0.242


Here is a structure of composition C23H33N4O3PPt from the Open Molecules 2025 dataset. Energies are from ωB97M-V/def2-TZVPD.

```
! RIJCOSX wB97M-V def2-TZVPD def2/J DEFGRID3
* xyz 0 1
Pt 0.95339 -1.83883 0.19611
O 3.64929 0.86423 -1.19819
C 3.03632 -0.08384 -0.73759
O 2.00934 -0.66142 -1.22735
C 3.51311 -0.67554 0.58779
C 4.72481 -0.19956 1.12265
C 5.15480 -0.67370 2.32141
C 4.36501 -1.62575 3.00423
C 4.75502 -2.14742 4.26187
C 3.98042 -3.06491 4.90792
C 2.77478 -3.49754 4.31345
C 2.37464 -3.01099 3.10259
C 3.16066 -2.06195 2.41475
N 2.75389 -1.58078 1.19041
H 5.25406 0.54143 0.54226
H 6.08266 -0.33471 2.76548
H 5.68329 -1.79750 4.69650
H 4.28343 -3.45912 5.86846
H 2.15584 -4.22468 4.82268
H 1.45386 -3.33340 2.65331
O -0.91823 -0.55148 0.24127
P -1.41158 0.53573 -0.67999
N -0.92934 2.01172 -0.16131
C -1.50589 3.30646 -0.52874
C -0.75991 4.25982 0.39473
C 0.66433 3.70425 0.36150
C 0.47942 2.18288 0.26750
N -0.93193 0.25164 -2.20800
C -0.53860 -1.04661 -2.74598
C 0.14173 -0.67901 -4.06011
C -0.67493 0.52075 -4.53662
C -0.93493 1.29678 -3.24093
N -3.05320 0.70943 -0.73474
C -3.80145 -0.29231 -1.51882
C -5.22659 -0.13337 -1.01335
C -5.02381 0.09845 0.48202
C -3.75762 0.95910 0.54830
H -2.58390 3.30822 -0.38091
H -1.30693 3.56535 -1.57612
H -1.17512 4.18688 1.40233
H -0.82510 5.29722 0.06834
H 1.25382 3.99001 1.23097
H 1.18736 4.06787 -0.52441
H 0.63146 1.68213 1.22550
H 1.16843 1.75027 -0.45817
H -1.40926 -1.69286 -2.91547
H 0.14827 -1.55780 -2.06918
H 0.15016 -1.50437 -4.77075
H 1.17138 -0.38345 -3.85164
H -1.62124 0.18281 -4.96597
H -0.16292 1.12648 -5.28271
H -1.88520 1.83752 -3.26159
H -0.13570 2.02028 -3.05254
H -3.44339 -1.31015 -1.31936
H -3.69723 -0.09617 -2.58658
H -5.84479 -1.00202 -1.23599
H -5.68681 0.74378 -1.47401
H -4.85843 -0.85345 0.98946
H -5.87407 0.58781 0.95523
H -3.12937 0.68946 1.39848
H -4.00396 2.02002 0.63589
C -0.27885 -3.05985 1.23454
H 0.10535 -4.01249 1.60379
H -1.02236 -3.30458 0.46202
H -0.80769 -2.54716 2.04338
*
```

Values from the calculation:
Frontier orbital gap (eV): 7.67
Energy relative to the best compared isomer or geometry (same formula, charge and spin) (kcal per mole): 18.8
E_LUMO (Ha): -0.008
E_tot (eV): -49027.4637

Results of the Löwdin charge analysis, in e, for atoms 1 through 2: number 1, Pt, carries 1.032; number 2, O, carries 0.049


Here is a cluster of 2 separate species, C5H5NOSe in total from the Open Molecules 2025 dataset. Energies are from ωB97M-V/def2-TZVPD.

```
! RIJCOSX wB97M-V def2-TZVPD def2/J DEFGRID3
* xyz 0 1
C 0.35209 1.41025 0.37618
C -0.06658 0.03316 0.22646
C 1.36152 1.89488 -0.38441
C 0.53377 -0.77392 -0.75069
C 1.46799 -0.05327 -1.44273
N 1.91803 1.08893 -1.29957
O 0.07231 -1.96390 -1.02624
Se -2.24765 -2.52810 1.46445
H -0.11256 2.24050 0.87067
H -0.93320 -0.35830 0.62160
H 1.63701 2.95824 -0.31715
H -0.86137 -2.07973 -0.86512
H -3.12135 -1.86875 2.52655
*
```

Values from the calculation:
Frontier orbital gap (spin up / spin down) (eV): 9.50 / 4.91
Energy relative to the best compared isomer or geometry (same formula, charge and spin) (kcal per mole): 1.4
E_LUMO (spin up / spin down) (Ha): 0.010 / -0.107
E_tot (eV): -74145.2848

Results of the Löwdin charge analysis, in e, for atoms 1 through 2: number 1, C, carries -0.059; number 2, C, carries 0.006


Here is the molecule C6H12NO4P from the Open Molecules 2025 dataset. Energies are from ωB97M-V/def2-TZVPD.

```
! RIJCOSX wB97M-V def2-TZVPD def2/J DEFGRID3
* xyz 0 1
C -0.22936 -0.44149 -2.17107
C 0.95684 1.03052 -0.73418
C 0.61483 -0.44467 -0.86747
C -0.93388 0.93481 -2.12313
C -1.29201 -1.19972 0.71068
C -0.01576 -0.97920 0.48336
N 1.13876 0.86660 2.83015
O 2.39209 -1.35892 2.23496
O 1.29749 0.56798 4.21908
O -0.14977 1.71881 -1.19940
O -1.17968 1.54360 -3.33116
P 1.01886 -0.82607 2.12857
H 0.43457 -0.37189 -3.05556
H -0.78716 -1.42527 -2.09112
H 1.00473 1.22654 0.33464
H 1.85196 1.13336 -1.33404
H 1.54468 -1.02084 -0.98146
H -1.95134 1.00031 -1.66110
H -1.56230 -1.60113 1.76275
H -2.00005 -1.14884 -0.15403
H 2.23759 0.40072 4.26472
H -0.31260 1.74509 -3.70310
H 0.05100 -1.53276 2.86860
H 0.39523 1.61570 2.75316
*
```

Values from the calculation:
Frontier orbital gap (eV): 10.48
Energy relative to the best compared isomer or geometry (same formula, charge and spin) (kcal per mole): 125.0
E_LUMO (Ha): 0.022
E_tot (eV): -25382.2437
SMILES: C=C([C@@H]1CO[C@@H](O)C1)[P@@H](=O)NO

Results of the Löwdin charge analysis, in e, for atoms 1 through 2: number 1, C, carries -0.051; number 2, C, carries -0.200


> The highest E_tot belongs to which entry?

C6H12NO4P


> What is the E_tot in the third record?

-74145.2848 eV